ORCA calculation (ωB97M-V with the def2-TZVPD basis set) on a molecular structure, C28H29N2O6Ru in a non-equilibrium geometry.

Properties
HOMO-LUMO gap (alpha / beta)	7.27 / 7.44	eV
spin multiplicity	2
<S²>	0.763
lowest unoccupied orbital energy (alpha / beta)	-0.4549 / -0.5310	eV

Cartesian coordinates (Å):
Ru -0.7272 0.8347 -0.1592
O 0.6060 -2.7489 -0.1032
C 0.5459 -1.6101 -0.4934
O 0.5375 -0.5703 0.3456
C 0.7052 -1.3016 -1.9957
C 1.8588 -0.2934 -2.2076
C 2.5058 -0.5208 -3.5698
C 1.3912 -0.0020 -4.5105
C 0.3590 0.5244 -3.5115
O 1.1575 0.9516 -2.3855
C -0.4335 -0.6109 -2.8585
C -1.5383 -0.0373 -1.9800
O -2.1166 -0.7490 -1.1454
O -1.6484 1.2721 -1.9369
H 0.9446 -2.2650 -2.4417
H 2.5372 -0.2077 -1.3632
H 2.7612 -1.5668 -3.7328
H 3.4124 0.0747 -3.6656
H 0.9728 -0.7795 -5.1497
H 1.7515 0.8028 -5.1484
H -0.2542 1.3510 -3.8507
H -0.8563 -1.3291 -3.5615
C -0.3035 6.8145 -3.9862
C -0.2467 7.3423 -2.5610
N -0.1370 6.2687 -1.5716
C -1.3140 5.9888 -0.7535
C -2.4556 5.3222 -1.5089
C 1.0930 5.7306 -1.3914
O 2.0931 6.1550 -1.9502
C 1.2319 4.5339 -0.4904
C 2.2917 4.4516 0.4047
C 2.4473 3.3063 1.1638
C 1.5509 2.2628 1.0037
N 0.5427 2.3413 0.1288
C 0.3948 3.4459 -0.6128
H -0.3792 7.6426 -4.6919
H -1.1647 6.1609 -4.1298
H 0.6022 6.2545 -4.2161
H -1.1484 7.9069 -2.3206
H 0.6104 8.0051 -2.4429
H -1.6601 6.9417 -0.3418
H -1.0205 5.3784 0.0968
H -2.9292 6.0127 -2.2085
H -3.2137 4.9881 -0.7993
H -2.1182 4.4539 -2.0769
H 2.9853 5.2784 0.4841
H 3.2562 3.2103 1.8735
H 1.6191 1.3377 1.5608
H -0.4186 3.4241 -1.3260
C -4.0354 4.1444 3.0486
C -2.7861 4.3193 2.4203
C -2.1262 3.2512 1.8772
C -2.6611 1.9414 1.9295
C -2.0278 0.7840 1.3708
C -2.5640 -0.4503 1.6114
C -3.8105 -0.6240 2.2524
C -4.4730 0.4688 2.7204
C -3.9037 1.7654 2.5948
C -4.5723 2.8914 3.1349
H -4.5543 4.9948 3.4711
H -2.3396 5.3059 2.3819
H -1.1550 3.4031 1.4321
H -2.0757 -1.3306 1.2176
H -4.2246 -1.6182 2.3529
H -5.4384 0.3763 3.2038
H -5.5230 2.7334 3.6304

---

ORCA calculation (ωB97M-V with the def2-TZVPD basis set) on a single C5H10N2OP4 molecule in a non-equilibrium geometry.

Properties
HOMO-LUMO gap	8.22	eV
structure (SMILES)	CC1=NC=CC(=O)N2P(#[PH2])P[PH2]12
lowest unoccupied orbital energy	-0.5635	eV

Cartesian coordinates (Å):
C 2.3931 1.4504 1.0942
C 1.8023 0.3462 0.2477
N 2.2753 -0.8374 0.1199
C 1.7337 -1.8988 -0.3866
C 0.4305 -2.3089 -0.4001
C -0.8463 -1.6336 0.0766
O -1.7698 -2.2753 0.5896
N -0.9823 -0.3649 -0.2114
P -2.0875 0.4468 0.8490
P -3.6738 0.2623 -0.6348
P -1.0281 2.2855 0.2686
P 0.3573 0.8853 -0.7089
H 2.2119 2.3292 0.5197
H 3.3791 1.0475 1.3297
H 1.7082 1.3934 2.0758
H 2.5496 -2.5134 -0.8013
H 0.3021 -3.4089 -0.3559
H -4.0405 -0.8263 0.1343
H -4.8396 0.8732 -0.0159
H -1.6109 2.7274 -0.8509
H 1.3129 1.9986 -1.1467
H 0.4229 0.0217 -1.7925